Entry from OMol25: 21 unconnected molecules or ions with the total composition C16H52BrN3O20S (ωB97M-V/def2-TZVPD).

Each atom is followed by the atoms it is bonded to, with distances in Å.
Cartesian coordinates (Å):
1 Br 2.64 -3.29 2.48  C17 1.903
2 N -2.27 3.10 0.05  C5 1.311, H22 1.030
3 N 1.34 1.33 -0.42  C6 1.294, C8 1.362
4 S 2.58 3.81 -0.80  C7 1.767, C8 1.751
5 C -1.11 2.53 -0.20  N2 1.311, C10 1.467, N19 1.365
6 C 0.25 0.64 -0.35  N3 1.294, C12 1.474, N19 1.387
7 C 1.36 5.08 -1.04  S4 1.767, C9 1.375, H23 1.083
8 C 1.28 2.69 -0.45  N3 1.362, S4 1.751, C10 1.347
9 C 0.06 4.67 -0.90  C7 1.375, C10 1.422, H24 1.069
10 C 0.10 3.32 -0.45  C5 1.467, C8 1.347, C9 1.422
11 C 1.22 -1.69 -0.04  C12 1.396, C18 1.477, H25 1.109
12 C 0.14 -0.83 -0.27  C6 1.474, C11 1.396, C20 1.498
13 C 1.11 -6.00 -0.28  C14 1.383, C15 1.364, H26 1.085
14 C 0.41 -5.21 -1.17  C13 1.383, C16 1.376, H27 1.110
15 C 1.75 -5.42 0.78  C13 1.364, C17 1.427, H28 1.117
16 C 0.53 -3.85 -1.08  C14 1.376, C18 1.384, H29 1.099
17 C 1.71 -4.01 0.99  Br1 1.903, C15 1.427, C18 1.458
18 C 1.07 -3.16 0.00  C11 1.477, C16 1.384, C17 1.458
19 N -1.03 1.17 -0.31  C5 1.365, C6 1.387, C21 1.401
20 C -1.32 -1.15 -0.22  C12 1.498, C21 1.523, H30 1.143, H31 1.117
21 C -2.01 0.20 -0.07  N19 1.401, C20 1.523, H32 1.063, H33 1.147
22 H -3.06 2.48 0.28  N2 1.030
23 H 1.65 6.00 -1.53  C7 1.083
24 H -0.77 5.29 -1.20  C9 1.069
25 H 2.19 -1.24 0.25  C11 1.109
26 H 1.19 -7.07 -0.42  C13 1.085
27 H -0.01 -5.63 -2.11  C14 1.110
28 H 2.29 -6.07 1.51  C15 1.117
29 H 0.16 -3.24 -1.91  C16 1.099
30 H -1.51 -1.75 0.74  C20 1.143
31 H -1.61 -1.74 -1.12  C20 1.117
32 H -2.41 0.23 0.91  C21 1.063
33 H -2.92 0.30 -0.77  C21 1.147
34 O 1.87 9.06 -1.07  H35 1.012, H36 1.012
35 H 1.22 9.25 -1.82  O34 1.012
36 H 2.31 9.93 -0.80  O34 1.012
37 O 5.11 -1.20 -0.39  H38 1.012, H39 1.012
38 H 5.37 -1.22 0.59  O37 1.012
39 H 4.98 -0.23 -0.66  O37 1.012
40 O 1.76 -2.43 -4.19  H41 1.012, H42 1.012
41 H 2.05 -1.60 -4.67  O40 1.012
42 H 0.75 -2.51 -4.26  O40 1.012
43 O 0.46 -1.01 3.08  H44 1.012, H45 1.012
44 H 0.44 -2.02 3.15  O43 1.012
45 H 1.42 -0.72 3.02  O43 1.012
46 O 1.72 -10.13 -0.39  H47 1.012, H48 1.012
47 H 2.72 -10.19 -0.49  O46 1.012
48 H 1.31 -10.07 -1.32  O46 1.012
49 O -2.63 -6.91 -1.25  H50 1.012, H51 1.012
50 H -3.20 -6.72 -0.44  O49 1.012
51 H -2.86 -6.23 -1.97  O49 1.012
52 O 3.88 -3.03 -1.77  H53 1.012, H54 1.012
53 H 4.44 -2.31 -1.34  O52 1.012
54 H 3.20 -2.59 -2.37  O52 1.012
55 O -3.03 5.79 1.19  H56 1.012, H57 1.012
56 H -2.82 4.93 0.70  O55 1.012
57 H -2.23 6.03 1.76  O55 1.012
58 O -1.38 0.78 3.74  H59 1.012, H60 1.012
59 H -2.28 0.48 3.40  O58 1.012
60 H -0.69 0.10 3.45  O58 1.012
61 O -5.22 -1.36 0.97  H62 1.012, H63 1.012
62 H -5.07 -0.38 1.15  O61 1.012
63 H -5.49 -1.80 1.85  O61 1.012
64 O 4.13 8.01 -2.25  H65 1.012, H66 1.012
65 H 4.68 7.59 -1.51  O64 1.012
66 H 3.26 8.33 -1.84  O64 1.012
67 O -2.88 2.39 -2.84  H68 1.012, H69 1.012
68 H -3.24 3.29 -3.13  O67 1.012
69 H -2.48 2.49 -1.91  O67 1.012
70 O 2.84 2.00 2.04  H71 1.012, H72 1.012
71 H 2.46 1.69 1.15  O70 1.012
72 H 2.92 1.19 2.65  O70 1.012
73 O 2.97 -3.64 5.64  H74 1.012, H75 1.012
74 H 2.28 -3.11 5.13  O73 1.012
75 H 2.48 -4.26 6.28  O73 1.012
76 O 0.67 3.49 2.74  H77 1.012, H78 1.012
77 H 0.38 2.78 3.40  O76 1.012
78 H 1.48 3.15 2.24  O76 1.012
79 O -4.65 1.67 1.37  H80 1.012, H81 1.012
80 H -5.20 1.68 0.52  O79 1.012
81 H -5.23 1.29 2.11  O79 1.012
82 O -1.70 7.26 -3.40  H83 1.012, H84 1.012
83 H -0.85 6.83 -3.72  O82 1.012
84 H -2.07 7.83 -4.15  O82 1.012
85 O -4.14 -3.01 -0.78  H86 1.012, H87 1.012
86 H -4.64 -2.38 -0.17  O85 1.012
87 H -3.91 -3.84 -0.25  O85 1.012
88 O 1.95 1.60 -3.26  H89 1.012, H90 1.012
89 H 1.16 1.48 -3.88  O88 1.012
90 H 1.72 1.16 -2.37  O88 1.012
91 O -2.60 -3.02 3.37  H92 1.012, H93 1.012
92 H -1.92 -3.22 4.09  O91 1.012
93 H -2.97 -3.89 3.02  O91 1.012

Calculated values
E_tot in eV: -143730.8748

=====

Entry from OMol25: 12 unconnected molecules or ions with the total composition C16H52F3O14S (ωB97M-V/def2-TZVPD).

Each atom is followed by the atoms it is bonded to, with distances in Å.
Cartesian coordinates (Å):
1 C -0.35 -0.71 0.31  F2 1.317, F3 1.352, F4 1.331, S5 1.907
2 F -1.36 -1.19 1.00  C1 1.317
3 F 0.87 -1.11 0.71  C1 1.352
4 F -0.47 -1.12 -0.95  C1 1.331
5 S -0.38 1.20 0.37  C1 1.907, O6 1.444, O7 1.480, O8 1.471
6 O 0.69 1.56 -0.52  S5 1.444
7 O -1.73 1.55 -0.13  S5 1.480
8 O -0.12 1.60 1.76  S5 1.471
9 O 1.32 0.34 3.93  H10 0.961, H11 0.971
10 H 1.35 -0.61 3.76  O9 0.961
11 H 0.86 0.72 3.17  O9 0.971
12 O 0.04 4.36 -2.30  H13 0.960, H14 0.967
13 H 0.09 4.86 -3.12  O12 0.960
14 H 0.40 3.49 -2.52  O12 0.967
15 O -0.52 4.37 2.03  H16 0.961, H17 0.969
16 H 0.08 4.95 2.52  O15 0.961
17 H -0.13 3.49 2.12  O15 0.969
18 O -3.44 1.40 -2.24  H19 0.960, H20 0.971
19 H -4.16 1.14 -1.66  O18 0.960
20 H -2.81 1.84 -1.64  O18 0.971
21 O -3.17 3.00 1.93  H22 0.967, H23 0.964
22 H -2.77 2.37 1.31  O21 0.967
23 H -2.44 3.58 2.18  O21 0.964
24 O 3.65 -1.67 1.36  H25 0.961, H26 0.961
25 H 4.47 -1.47 0.90  O24 0.961
26 H 2.96 -1.55 0.70  O24 0.961
27 C -0.89 -5.13 -3.93  C28 1.535, H31 1.091, H32 1.091, H33 1.088
28 C -2.03 -4.12 -4.13  C27 1.535, C29 1.538, O30 1.439, H34 1.091
29 C -1.48 -2.69 -4.19  C28 1.538, H35 1.092, H36 1.090, H37 1.093
30 O -2.65 -4.36 -5.41  C28 1.439, H38 0.961
31 H -0.28 -5.31 -4.82  C27 1.091
32 H -1.30 -6.12 -3.74  C27 1.091
33 H -0.27 -4.78 -3.10  C27 1.088
34 H -2.77 -4.21 -3.33  C28 1.091
35 H -2.24 -1.96 -4.48  C29 1.092
36 H -0.63 -2.61 -4.87  C29 1.090
37 H -1.14 -2.29 -3.23  C29 1.093
38 H -3.32 -3.68 -5.52  O30 0.961
39 C 1.99 -0.25 -3.50  C40 1.528, H43 1.090, H44 1.092, H45 1.091
40 C 1.21 0.99 -3.95  C39 1.528, C41 1.526, O42 1.445, H46 1.090
41 C -0.30 0.92 -3.75  C40 1.526, H47 1.091, H48 1.091, H49 1.090
42 O 1.70 2.11 -3.19  C40 1.445, H50 0.967
43 H 2.03 -1.07 -4.21  C39 1.090
44 H 1.61 -0.61 -2.55  C39 1.092
45 H 3.01 0.09 -3.30  C39 1.091
46 H 1.48 1.29 -4.96  C40 1.090
47 H -0.59 0.99 -2.70  C41 1.091
48 H -0.70 -0.03 -4.10  C41 1.091
49 H -0.81 1.78 -4.20  C41 1.090
50 H 1.78 1.91 -2.25  O42 0.967
51 C -0.48 3.03 5.44  C52 1.512, H55 1.088, H56 1.092, H57 1.093
52 C -1.20 1.83 6.02  C51 1.512, C53 1.544, O54 1.417, H58 1.091
53 C -2.07 1.16 4.93  C52 1.544, H59 1.094, H60 1.091, H61 1.090
54 O -0.26 0.89 6.51  C52 1.417, H62 0.967
55 H 0.27 2.67 4.75  C51 1.088
56 H -0.14 3.68 6.25  C51 1.092
57 H -1.14 3.71 4.89  C51 1.093
58 H -1.94 1.93 6.82  C52 1.091
59 H -2.58 0.28 5.32  C53 1.094
60 H -1.50 0.77 4.09  C53 1.091
61 H -2.88 1.83 4.62  C53 1.090
62 H 0.24 0.53 5.76  O54 0.967
63 C -2.83 -4.59 0.14  C64 1.542, H67 1.090, H68 1.091, H69 1.093
64 C -1.44 -4.81 -0.48  C63 1.542, C65 1.538, O66 1.392, H70 1.093
65 C -0.32 -4.51 0.54  C64 1.538, H71 1.095, H72 1.087, H73 1.093
66 O -1.40 -6.14 -0.89  C64 1.392, H74 0.963
67 H -2.85 -5.07 1.12  C63 1.090
68 H -3.65 -4.91 -0.50  C63 1.091
69 H -3.11 -3.55 0.34  C63 1.093
70 H -1.21 -4.17 -1.33  C64 1.093
71 H 0.46 -4.03 -0.06  C65 1.095
72 H 0.03 -5.37 1.11  C65 1.087
73 H -0.52 -3.65 1.19  C65 1.093
74 H -0.50 -6.32 -1.20  O66 0.963
75 C 3.52 1.95 1.42  C76 1.553, H79 1.091, H80 1.092, H81 1.086
76 C 3.30 3.45 1.11  C75 1.553, C77 1.518, O78 1.423, H82 1.092
77 C 4.64 4.15 1.20  C76 1.518, H83 1.092, H84 1.093, H85 1.090
78 O 2.79 3.57 -0.22  C76 1.423, H86 0.969
79 H 4.14 1.80 2.30  C75 1.091
80 H 4.03 1.38 0.63  C75 1.092
81 H 2.57 1.44 1.56  C75 1.086
82 H 2.62 3.84 1.87  C76 1.092
83 H 4.64 5.24 1.15  C77 1.092
84 H 5.30 3.92 0.36  C77 1.093
85 H 5.16 3.84 2.10  C77 1.090
86 H 2.02 3.01 -0.41  O78 0.969

Calculated values
Total charge: -1
E_tot in eV: -65091.3212